1.
A single C6H7PS molecule at a distorted geometry. Source: OMol25; level of theory: wB97M-V/def2-TZVPD.

Each line ends with the Mulliken charge.
Geometry (Å):
S1 3.255 -0.646 -2.360  -0.391
P1 2.240 0.403 -1.033  0.097
C1 0.361 0.072 -0.391  0.444
C2 -0.695 0.898 -0.641  -0.400
C3 -1.834 0.666 0.143  -0.363
C4 -1.956 -0.366 1.009  -0.369
C5 -0.862 -1.163 1.265  -0.372
C6 0.276 -0.985 0.502  -0.553
H1 2.930 0.406 0.152  0.088
H2 2.280 1.877 -1.360  0.101
H3 -0.609 1.793 -1.313  0.312
H4 -2.800 1.090 -0.120  0.290
H5 -2.874 -0.476 1.498  0.410
H6 -0.842 -2.113 1.906  0.265
H7 1.130 -1.458 0.744  0.442

Summary:
SMILES	S=[PH2]c1ccccc1
charge	0
maximum force	3.5	eV Å⁻¹
relative energy (zero: lowest compared OMol25 entry of this formula, charge and spin)	54.8	kJ/mol



2.
A molecular structure, C55H88N3O3P2PdS. Source: OMol25; level of theory: wB97M-V/def2-TZVPD.

Each line ends with the Mulliken charge.
Geometry (Å):
Pd1 1.220 -0.078 0.251  0.040
C1 3.738 -0.864 5.817  -1.000
C2 3.498 -1.963 4.789  -0.942
C3 2.182 -1.716 4.040  0.106
C4 1.923 -0.211 3.823  1.628
C5 3.249 0.560 3.762  -0.466
C6 3.961 0.487 5.122  -0.860
P1 0.762 0.123 2.433  -0.301
C7 0.038 1.792 2.775  1.745
C8 0.943 2.918 2.239  -0.102
C9 0.511 4.262 2.813  -0.433
C10 0.783 4.325 4.321  -1.276
C11 0.651 2.942 4.973  -0.103
C12 -0.375 2.081 4.243  -1.021
C13 -0.657 -1.058 2.542  0.463
C14 -0.370 -2.484 2.045  -0.406
C15 -1.692 -3.189 1.717  1.006
C16 -2.811 -2.797 2.695  -0.888
C17 -2.218 -2.405 4.041  -1.210
C18 -1.388 -1.119 3.904  -1.025
H1 4.584 -1.105 6.460  0.499
H2 2.863 -0.810 6.472  0.333
H3 3.467 -2.942 5.272  0.598
H4 4.336 -1.984 4.084  0.310
H5 1.354 -2.149 4.605  0.241
H6 2.200 -2.224 3.075  -0.869
H7 1.380 0.164 4.697  0.800
H8 3.101 1.602 3.484  -0.392
H9 3.875 0.117 2.989  0.515
H10 3.614 1.294 5.770  0.202
H11 5.028 0.653 4.965  0.505
H12 -0.869 1.783 2.158  -0.213
H13 0.884 2.898 1.156  -0.811
H14 1.992 2.743 2.493  0.037
H15 -0.555 4.402 2.614  -0.135
H16 1.026 5.080 2.305  0.611
H17 0.087 5.024 4.791  0.392
H18 1.784 4.721 4.501  0.383
H19 0.361 3.048 6.019  0.670
H20 1.619 2.435 4.978  -0.433
H21 -1.330 2.613 4.229  0.540
H22 -0.565 1.165 4.798  0.329
H23 -1.343 -0.613 1.808  0.592
H24 0.164 -3.035 2.821  0.526
H25 0.265 -2.469 1.155  -0.719
H26 -1.539 -4.271 1.741  0.693
H27 -1.987 -2.943 0.696  -1.479
H28 -3.525 -3.615 2.802  0.657
H29 -3.377 -1.948 2.300  0.284
H30 -1.590 -3.220 4.410  0.361
H31 -2.997 -2.255 4.790  0.611
H32 -0.681 -1.054 4.734  0.188
H33 -2.052 -0.257 3.990  0.351
C19 -6.039 -4.929 0.003  -1.722
C20 -4.715 -5.173 -0.665  1.345
C21 -4.249 -6.474 -0.814  -1.045
C22 -3.025 -6.724 -1.414  -1.113
C23 -2.247 -5.674 -1.861  -0.645
C24 -2.709 -4.365 -1.733  0.403
N1 -1.903 -3.268 -2.091  0.789
C25 -0.977 -3.197 -3.094  0.734
C26 -1.047 -4.024 -4.230  -0.496
C27 -0.115 -3.921 -5.238  -0.780
C28 0.930 -2.999 -5.167  -1.102
C29 1.008 -2.178 -4.063  -0.730
C30 0.074 -2.252 -3.024  0.428
C31 0.263 -1.385 -1.840  1.604
O1 1.412 -0.792 -1.723  -1.639
O2 -0.594 -1.282 -0.931  -1.102
C32 -3.951 -4.102 -1.144  0.717
C33 -4.441 -2.687 -1.012  -1.414
H34 -6.437 -5.855 0.415  0.411
H35 -6.776 -4.535 -0.700  0.372
H36 -5.953 -4.206 0.816  0.298
H37 -4.851 -7.297 -0.451  0.377
H38 -2.669 -7.740 -1.518  0.420
H39 -1.273 -5.860 -2.294  0.541
H40 -1.837 -2.503 -1.428  -0.624
H41 -1.861 -4.728 -4.317  0.619
H42 -0.209 -4.562 -6.105  0.433
H43 1.654 -2.923 -5.965  0.536
H44 1.798 -1.444 -3.979  0.464
H45 -4.048 -2.060 -1.812  0.289
H46 -4.134 -2.236 -0.064  0.102
H47 -5.527 -2.640 -1.049  0.548
O3 -0.013 1.572 -0.624  0.428
P2 0.007 2.846 -1.448  -1.229
C34 -1.067 4.088 -0.641  1.206
C35 -1.311 5.364 -1.476  -0.843
C36 -2.568 6.108 -1.004  -0.891
C37 -2.724 5.963 0.505  -0.585
C38 -3.079 4.512 0.843  -0.949
C39 -2.383 3.510 -0.098  -0.339
C40 -0.587 2.571 -3.157  0.990
C41 0.108 1.392 -3.839  -0.280
C42 -0.164 1.423 -5.349  -1.135
C43 -1.555 1.985 -5.664  -0.865
C44 -2.517 1.631 -4.537  -0.810
C45 -2.108 2.326 -3.226  -0.993
C46 1.660 3.631 -1.485  0.419
C47 2.804 2.601 -1.380  0.458
C48 4.121 3.238 -1.807  -1.265
C49 4.103 3.577 -3.303  -0.988
C50 2.697 3.976 -3.777  -0.131
C51 1.896 4.622 -2.650  -1.453
H48 -0.473 4.369 0.237  -0.104
H49 -1.408 5.127 -2.538  0.096
H50 -0.445 6.023 -1.380  0.443
H51 -3.453 5.694 -1.494  0.342
H52 -2.507 7.154 -1.306  0.520
H53 -3.484 6.639 0.896  0.527
H54 -1.783 6.246 0.988  0.189
H55 -4.159 4.378 0.749  0.498
H56 -2.833 4.296 1.885  0.138
H57 -3.046 3.276 -0.929  0.580
H58 -2.190 2.567 0.416  -0.456
H59 -0.341 3.478 -3.718  0.918
H60 -0.296 0.486 -3.398  -0.735
H61 1.181 1.367 -3.649  0.592
H62 -0.079 0.406 -5.740  0.520
H63 0.605 2.017 -5.851  0.206
H64 -1.913 1.598 -6.619  0.567
H65 -1.510 3.073 -5.773  0.317
H66 -2.518 0.547 -4.396  0.183
H67 -3.540 1.910 -4.791  0.555
H68 -2.414 1.703 -2.382  0.199
H69 -2.637 3.277 -3.135  0.408
H70 1.671 4.198 -0.545  0.534
H71 2.609 1.715 -1.991  -0.339
H72 2.866 2.244 -0.347  -0.129
H73 4.949 2.566 -1.580  0.473
H74 4.288 4.144 -1.216  0.382
H75 4.450 2.717 -3.878  0.384
H76 4.806 4.388 -3.504  0.385
H77 2.160 3.099 -4.145  -0.453
H78 2.765 4.665 -4.620  0.663
H79 0.960 5.027 -3.033  0.389
H80 2.454 5.480 -2.268  0.693
S1 3.246 -1.032 0.711  -0.573
C52 3.083 -2.742 0.352  0.370
N2 3.573 -3.614 1.229  -0.002
C53 3.541 -5.061 1.030  -0.734
C54 3.515 -5.368 -0.460  -0.853
C55 2.397 -4.573 -1.117  -0.317
N3 2.563 -3.164 -0.780  0.553
H81 3.961 -3.229 2.075  0.232
H82 2.651 -5.468 1.519  0.333
H83 4.417 -5.489 1.513  0.455
H84 3.365 -6.434 -0.615  0.395
H85 4.470 -5.092 -0.910  0.340
H86 1.414 -4.913 -0.778  0.141
H87 2.420 -4.655 -2.203  0.370
H88 2.254 -2.423 -1.410  -0.092

Summary:
charge	+1
maximum force	0.8	eV Å⁻¹
relative energy (zero: lowest compared OMol25 entry of this formula, charge and spin)	0.0	kJ/mol



3.
A gas-phase ion, C3H7N2S (charge +1) at a distorted geometry. Source: OMol25; level of theory: wB97M-V/def2-TZVPD.

Each line ends with the Mulliken charge.
Geometry (Å):
C1 2.457 -0.085 -0.169  -0.941
C2 1.201 0.119 -0.393  0.308
N1 0.421 0.201 0.722  -0.063
C3 -0.904 0.037 0.718  0.105
N2 -1.678 0.062 -0.391  -0.265
S1 -3.416 0.084 -0.081  -0.030
H1 2.880 -0.322 0.835  0.191
H2 3.300 0.068 -0.850  0.254
H3 1.004 0.582 -1.311  0.322
H4 1.041 0.207 1.513  0.209
H5 -1.378 0.077 1.703  0.386
H6 -1.230 -0.225 -1.261  0.327
H7 -3.696 -0.804 -1.035  0.198

Summary:
SMILES	C=C/[NH+]=C\NS
charge	+1
maximum force	4.2	eV Å⁻¹
relative energy (zero: lowest compared OMol25 entry of this formula, charge and spin)	216.1	kJ/mol